# 1
Below is a molecular structure, C20H43N2OP3W at a distorted geometry, with properties calculated with ωB97M-V with the def2-TZVPD basis set.

```
70
Properties=species:S:1:pos:R:3
W -0.6936 -0.3059 -0.1820
P -2.6432 1.3878 0.1780
P 0.0391 0.7045 -2.2822
P -0.3545 -0.5796 2.2515
H 9.1804 0.1774 -0.2299
C 9.0752 -0.6354 0.5053
C 9.0843 -1.9358 0.1178
H 9.1895 -2.2133 -0.9423
C -2.1783 3.0268 0.8027
C -3.5257 1.6171 -1.3859
C -3.8251 0.6700 1.3384
C 1.5720 -0.0713 -2.8760
C -1.0433 0.5256 -3.7394
C 0.4476 2.4898 -2.2804
C 1.0949 -1.5956 2.6528
C -1.6905 -1.3848 3.1995
C -0.0603 0.9478 3.2195
H 9.0122 -0.3603 1.5695
H 9.0217 -2.7509 0.8551
H -3.1850 3.4267 0.7372
H -1.4629 3.3788 0.0706
H -1.7907 2.8169 1.7923
H -4.4632 2.0982 -1.0591
H -3.8313 0.6576 -1.8485
H -2.9412 2.1639 -2.1383
H -4.1399 1.4472 2.0104
H -3.5006 -0.2644 1.8463
H -4.7371 0.3940 0.7794
H 1.6671 0.1903 -3.9346
H 1.5104 -1.1571 -2.7596
H 2.4240 0.3133 -2.3080
H -0.9289 1.4232 -4.3527
H -2.0933 0.3922 -3.4699
H -0.7021 -0.3491 -4.2968
H 0.9325 2.7103 -3.2399
H 1.1378 2.6924 -1.4521
H -0.4652 3.0879 -2.1587
H 0.9642 -1.9562 3.6788
H 1.9927 -0.9786 2.5764
H 1.1679 -2.4392 1.9613
H -1.2141 -1.8728 4.0527
H -2.1997 -2.1399 2.5921
H -2.4024 -0.6347 3.5563
H 0.3604 0.6389 4.1849
H -1.0094 1.4809 3.3619
H 0.6549 1.5848 2.6828
C 2.5520 -0.8644 0.1037
C 2.9044 0.4914 0.3412
C 4.2199 0.7719 0.6545
C 5.1619 -0.2556 0.7555
C 4.7903 -1.5869 0.5458
C 3.4940 -1.9277 0.2210
O 1.3098 -1.1940 -0.1884
H 0.1605 1.2594 0.3314
H 2.1521 1.2879 0.2733
H 4.4951 1.8162 0.8106
H 6.1956 -0.0161 0.9971
H 5.5209 -2.3890 0.6235
H 3.1363 -2.9470 0.0545
C -5.8528 -0.5963 -2.1186
N -5.1191 -1.1039 -0.9788
C -5.8534 -1.8544 0.0143
C -3.8055 -0.9288 -0.9023
N -2.6171 -1.1260 -0.6051
H -6.8530 -1.0170 -2.0989
H -5.3405 -0.9461 -3.0464
H -5.9674 0.5167 -2.1924
H -5.2001 -2.1401 0.8748
H -6.7389 -1.3215 0.4018
H -6.1922 -2.7485 -0.5090
```

* E_HOMO (spin up / spin down): -18.9 / -18.7 eV
* spin multiplicity: 3
* energy relative to the best compared isomer or geometry (same formula, charge and spin): 0.00 kcal per mole
* lowest unoccupied orbital energy (spin up / spin down): -12.741 / -15.193 eV
* E_tot: -56112.690 eV
* ⟨S²⟩: 2.04
* frontier orbital gap (spin up / spin down): 6.184 / 3.492 eV
* charge: +4

---

# 2
Below is a molecular structure, C20H43N2P3SeSm at a distorted geometry, with properties calculated with ωB97M-V with the def2-TZVPD basis set.

```
70
Properties=species:S:1:pos:R:3
Sm 0.1861 0.1073 0.0597
P -1.3053 -0.6668 2.0363
P 1.3620 -2.0424 -0.5906
P -1.7987 -0.7025 -1.6229
H 1.1439 2.2689 -1.3112
C 0.1424 1.8455 -1.3410
C -0.7687 2.1184 -0.2539
H -0.4397 2.7284 0.5873
C -0.6689 -0.0906 3.5712
C -1.5865 -2.3859 2.2841
C -2.9094 0.1013 1.9302
C 2.3284 -1.8435 -2.0539
C 2.4939 -2.5565 0.6601
C 0.4107 -3.5163 -0.8739
C -2.9621 0.5896 -1.9588
C -2.7857 -2.0878 -1.1864
C -1.0849 -1.0591 -3.2158
H -0.2425 1.6530 -2.3266
H -1.8311 2.1147 -0.4243
H -0.4507 0.9869 3.5695
H 0.2444 -0.6306 3.8566
H -1.4518 -0.3002 4.2945
H -0.6456 -2.9139 2.4767
H -2.0849 -2.8619 1.4341
H -2.2287 -2.4489 3.1678
H -2.8243 1.1939 1.8870
H -3.4222 -0.1935 2.8526
H -3.4906 -0.2334 1.0669
H 2.8621 -2.7916 -2.1878
H 3.0555 -1.0269 -1.9618
H 1.7152 -1.6426 -2.9387
H 2.9579 -3.4585 0.2489
H 1.9839 -2.8044 1.5988
H 3.2716 -1.8146 0.8710
H 1.1701 -4.2796 -1.0618
H -0.2489 -3.4465 -1.7381
H -0.1804 -3.7961 0.0050
H -3.6213 0.1447 -2.7070
H -2.4993 1.4923 -2.3660
H -3.5440 0.8638 -1.0702
H -3.4068 -2.2643 -2.0694
H -3.4276 -1.8622 -0.3311
H -2.2049 -2.9868 -0.9614
H -1.9465 -1.2060 -3.8779
H -0.4757 -1.9658 -3.2090
H -0.4703 -0.2282 -3.5876
C 2.7196 2.3489 -5.4742
C 2.0192 3.2226 -4.6140
C 1.7112 4.5182 -5.0195
C 2.0914 4.9761 -6.2870
C 2.7876 4.1182 -7.1509
C 3.0993 2.8233 -6.7548
Se 3.1846 0.5661 -5.0170
H 2.5541 0.6476 -3.6317
H 1.7219 2.8718 -3.6272
H 1.1702 5.1774 -4.3417
H 1.8484 5.9915 -6.6004
H 3.0874 4.4643 -8.1376
H 3.6404 2.1587 -7.4280
C 2.6482 2.3648 4.4645
N 2.6072 1.0189 3.7756
C 2.9659 -0.1655 4.6369
C 2.1405 0.8956 2.5853
N 1.6505 0.7110 1.5832
H 2.9907 2.2779 5.4914
H 1.6368 2.7768 4.4509
H 3.3236 3.0081 3.8951
H 2.2960 -0.2095 5.4989
H 2.8403 -1.0586 4.0300
H 4.0018 -0.0795 4.9701
```

* E_HOMO (spin up / spin down): -14.2 / -14.2 eV
* spin multiplicity: 6
* lowest unoccupied orbital energy (spin up / spin down): -11.177 / -11.103 eV
* E_tot: -135504.415 eV
* ⟨S²⟩: 8.77
* frontier orbital gap (spin up / spin down): 2.989 / 3.063 eV
* charge: +3